Entry 1:
Here is 5 unconnected molecules or ions with the total composition H10O5 in a non-equilibrium geometry from OMol25. Energies are from ωB97M-V with the def2-TZVPD basis set.

```
15
Properties=species:S:1:pos:R:3:forces:R:3:nbo_charge:R:1
O -0.34560 -1.21184 -0.49037 0.11 -0.85 2.49 -0.93
H -0.57679 -1.14554 -1.36833 -0.16 0.80 -3.46 0.45
H -1.10149 -1.74213 -0.21767 -0.09 -0.17 0.96 0.48
O -2.75696 -2.12125 1.05943 3.51 3.18 1.59 -0.95
H -3.44588 -2.63702 0.82020 -3.62 -2.39 -0.99 0.47
H -3.06785 -1.38478 1.62620 0.11 -0.86 -0.66 0.48
O 0.91238 0.97244 0.65345 -2.12 1.28 0.94 -0.92
H 1.69229 0.50289 0.77386 2.58 -1.40 -0.32 0.46
H 0.50820 0.76694 1.52196 -0.28 -0.06 -0.84 0.47
O 1.78819 0.27726 -4.20977 -0.62 -1.73 -0.39 -0.94
H 2.73655 0.31367 -4.05939 0.04 -0.14 0.01 0.47
H 1.57411 -0.68697 -4.39179 0.58 1.86 0.38 0.47
O 0.56302 2.26475 3.01040 -2.25 0.02 1.21 -0.96
H 0.83697 2.27377 2.09812 0.11 0.35 -0.77 0.48
H -0.44435 2.28835 3.01172 2.11 0.10 -0.14 0.47
```
Positions in Å, forces in eV/Å.

Its total charge is 0. As for the HOMO energy: -10.71 eV. Its SMILES is O.O.O.O.O. The value obtained for the relative energy (zero: lowest compared OMol25 entry of this formula, charge and spin) is 1.9376 eV. The orbital gap is 11.2 eV.

---

Entry 2:
Here is a molecular structure, C15H12F3IN2NaO2 in a non-equilibrium geometry from OMol25. Energies are from ωB97M-V with the def2-TZVPD basis set.

```
36
Properties=species:S:1:pos:R:3:forces:R:3:nbo_charge:R:1
Na -1.64184 0.80228 1.97777 -0.38 1.05 -0.62 0.85
C -2.17043 -3.50837 1.73526 0.04 0.10 -0.08 -0.65
C -1.11639 -3.14412 0.73375 0.03 -0.25 -0.03 0.17
N -0.41826 -4.10197 0.18208 -0.13 0.09 0.11 -0.43
C 0.53610 -3.78350 -0.72497 0.06 -0.01 -0.06 -0.06
C 0.83126 -2.49954 -1.09592 0.00 -0.02 0.00 -0.06
C 1.92991 -2.28683 -2.10243 -0.01 -0.07 0.04 -0.09
O 1.47136 -1.76730 -3.35239 0.06 0.07 -0.05 -0.73
C 0.10327 -1.42604 -0.51341 -0.20 -0.33 0.22 -0.25
C 0.42822 -0.07836 -0.86809 0.05 0.51 -0.21 0.15
N -0.05340 0.98805 -0.32809 -0.19 -0.34 0.46 -0.52
C 0.44810 2.23082 -0.66988 0.34 0.29 -0.27 0.19
C 1.81597 2.47163 -0.87987 -0.12 -0.10 0.05 -0.25
C 2.29303 3.74202 -1.14496 -0.02 0.08 -0.01 -0.21
C 1.42080 4.81973 -1.20339 0.04 0.02 0.00 -0.24
C 0.06362 4.61290 -1.00124 0.04 0.05 -0.02 -0.24
C -0.40519 3.33949 -0.73832 -0.32 -0.22 0.00 -0.17
I -2.46942 3.02034 -0.47276 0.24 0.13 -0.02 0.14
C -0.93326 -1.73254 0.42932 0.19 0.15 -0.38 0.41
O -1.67110 -0.86704 0.96581 -0.07 -1.45 -0.55 -0.78
H -2.11723 -4.57403 1.94445 0.01 -0.02 0.01 0.21
H -3.16169 -3.26195 1.34586 0.01 0.04 0.05 0.22
H -2.04076 -2.92961 2.65118 -0.05 -0.01 0.00 0.23
H 1.08227 -4.62379 -1.14355 0.02 0.06 -0.02 0.17
H 2.44544 -3.24022 -2.26000 0.00 0.02 0.00 0.17
H 2.67027 -1.57107 -1.74106 0.01 0.01 -0.01 0.18
H 0.65349 -2.22289 -3.57174 -0.06 -0.03 0.04 0.47
H 1.13459 0.03436 -1.69812 0.04 -0.01 0.04 0.17
H 2.50309 1.63911 -0.79627 0.00 0.00 0.01 0.21
H 3.35452 3.89796 -1.29251 0.00 -0.02 0.01 0.21
H 1.79347 5.81832 -1.39173 -0.02 0.00 -0.01 0.21
H -0.62506 5.44584 -1.04301 -0.03 -0.02 0.00 0.22
F -0.95363 1.16013 3.80382 0.78 0.18 1.14 -0.50
C -2.36815 1.33656 4.18700 -0.36 0.02 0.26 0.45
F -2.60020 0.09649 4.78956 0.02 0.07 0.02 -0.43
F -2.23275 2.16312 5.28783 0.01 -0.02 -0.14 -0.42
```
Positions in Å, forces in eV/Å.

Its total charge is -1. As for the HOMO energy: -4.72 eV. The orbital gap is 7.1 eV.

---

Entry 3:
Here is C4H6N2O in the gas phase from OMol25. Energies are from ωB97M-V with the def2-TZVPD basis set.

```
13
Properties=species:S:1:pos:R:3:forces:R:3:nbo_charge:R:1
N 1.50533 -0.66956 -1.54844 0.04 0.29 0.18 -0.75
C 1.08035 0.06470 -0.61225 -0.09 -0.15 -0.21 0.52
O 1.73179 1.05734 0.12884 0.16 0.06 -0.08 -0.51
C 0.57184 1.24190 0.99039 -0.07 0.10 0.32 -0.08
C -0.10944 0.17695 0.19173 0.08 0.11 0.01 -0.11
C -1.74806 -0.87275 -0.89918 -0.12 -0.13 -0.23 -0.14
N -1.16116 -0.66562 0.26924 0.02 -0.02 0.00 -0.43
H 2.50166 -0.51790 -1.70320 -0.12 0.00 -0.03 0.35
H 0.82574 1.05188 2.03809 -0.02 -0.03 -0.06 0.18
H 0.16702 2.25687 0.87638 0.11 -0.17 0.09 0.18
H -2.09042 -1.85071 -1.20773 -0.20 -0.01 0.24 0.19
H -1.78824 -0.02687 -1.56997 0.23 -0.25 -0.06 0.20
H -1.36702 -1.24145 1.08953 0.01 0.21 -0.17 0.39
```
Positions in Å, forces in eV/Å.

Its total charge is 0. As for the HOMO energy (alpha / beta): -7.44 / -7.53 eV. The value obtained for the relative energy (zero: lowest compared OMol25 entry of this formula, charge and spin) is 4.3797 eV. The orbital gap (alpha / beta) is 7.4 / 7.8 eV.

---

> What is the formula in the first record?

H10O5

---

> What is the formula in the second record?

C15H12F3IN2NaO2

---

> What is the formula in the third record?

C4H6N2O